# 1
A molecular structure, C39H34GeN3O8STc in a non-equilibrium geometry. Source: the Open Molecules 2025 dataset; level of theory: ωB97M-V/def2-TZVPD.

Values from the calculation:
energy above the lowest of the compared OMol25 structures with the same formula, charge and spin = 26.6 kcal/mol
⟨S²⟩ = 2.010
charge = -2
F_max = 1.9 eV/Å
energy = -4828.8009 hartree
2S+1 = 3

Structure (XYZ):
```
87
Properties=species:S:1:pos:R:3:lowdin_charge:R:1
Tc 2.37 0.98 -0.18 1.45
O 1.99 5.50 4.00 0.05
C 1.93 4.54 3.02 -0.28
C 2.72 4.61 1.88 0.05
C 2.65 3.59 0.96 -0.18
N 1.82 2.54 1.06 0.01
C 1.04 2.48 2.15 -0.12
C 1.08 3.45 3.14 0.07
C -0.04 1.35 2.32 -0.62
O -0.50 1.24 3.45 0.01
O -0.34 0.75 1.28 -0.06
C 3.59 3.57 -0.22 -0.60
O 4.36 4.51 -0.42 0.02
O 3.52 2.50 -0.91 -0.16
H 2.64 6.16 3.72 0.10
H 3.41 5.43 1.68 0.12
H 0.46 3.32 4.01 0.12
O 3.93 0.79 1.30 -0.21
N 5.02 0.12 1.07 -0.19
C 6.03 0.24 1.96 -0.03
C 7.22 -0.42 1.80 -0.09
C 7.38 -1.28 0.71 -0.10
C 6.34 -1.39 -0.19 -0.11
C 5.15 -0.67 -0.04 -0.62
S 3.93 -0.73 -1.21 0.76
H 5.80 0.87 2.80 0.13
H 8.01 -0.27 2.52 0.09
H 8.29 -1.84 0.58 0.09
H 6.41 -2.04 -1.05 0.09
O 0.59 -2.48 1.45 0.03
C 0.99 -1.73 0.57 -0.68
O 1.65 -0.66 0.72 -0.23
C 0.66 -2.08 -0.89 -0.19
C -0.53 -1.22 -1.24 -0.25
Ge -2.12 -1.58 -0.11 1.10
C -2.44 -3.56 -0.16 -0.24
C -3.10 -4.26 0.84 -0.10
C -3.34 -5.62 0.72 -0.11
C -2.91 -6.31 -0.40 -0.12
C -2.25 -5.63 -1.40 -0.10
C -2.03 -4.27 -1.28 -0.11
C -3.56 -0.95 -1.36 -0.26
C -3.31 0.18 -2.13 -0.10
C -4.25 0.66 -3.02 -0.09
C -5.47 0.01 -3.17 -0.12
C -5.73 -1.12 -2.41 -0.12
C -4.78 -1.59 -1.52 -0.11
C -2.70 -0.80 1.62 -0.26
C -3.51 0.32 1.56 -0.11
C -4.02 0.89 2.71 -0.10
C -3.73 0.33 3.94 -0.12
C -2.90 -0.78 4.01 -0.10
C -2.38 -1.34 2.86 -0.11
H 0.43 -3.15 -0.95 0.09
H 1.52 -1.85 -1.53 0.05
H -0.82 -1.36 -2.29 0.08
H -0.26 -0.18 -1.10 0.04
H -3.43 -3.73 1.72 0.09
H -3.86 -6.15 1.51 0.09
H -3.10 -7.38 -0.50 0.09
H -1.89 -6.16 -2.28 0.09
H -1.53 -3.74 -2.08 0.10
H -2.37 0.69 -2.01 0.09
H -4.03 1.54 -3.62 0.09
H -6.21 0.38 -3.87 0.09
H -6.68 -1.64 -2.53 0.09
H -4.99 -2.48 -0.94 0.09
H -3.73 0.76 0.59 0.09
H -4.64 1.78 2.64 0.09
H -4.13 0.77 4.84 0.09
H -2.65 -1.19 4.98 0.09
H -1.69 -2.17 2.92 0.10
C -0.71 2.98 -0.60 -0.05
C -0.03 2.39 -1.79 -0.38
C -0.48 2.59 -3.08 -0.12
C 0.41 1.91 -3.93 -0.11
C 1.36 1.33 -3.12 -0.40
C 2.54 0.58 -3.64 -0.12
N 1.10 1.59 -1.80 -0.06
H -0.95 2.20 0.12 0.04
H -1.64 3.46 -0.92 0.07
H -0.09 3.73 -0.11 0.06
H -1.34 3.17 -3.36 0.08
H 0.37 1.86 -5.00 0.07
H 2.55 0.64 -4.72 0.07
H 2.50 -0.48 -3.35 0.01
H 3.47 1.00 -3.25 0.03
```


# 2
A molecular structure, C16H19BN6PtSe in a non-equilibrium geometry. Source: the Open Molecules 2025 dataset; level of theory: ωB97M-V/def2-TZVPD.

Values from the calculation:
energy above the lowest of the compared OMol25 structures with the same formula, charge and spin = 3.3 kcal/mol
⟨S²⟩ = 6.038
charge = +2
F_max = 3.8 eV/Å
energy = -3494.4482 hartree
2S+1 = 5

Structure (XYZ):
```
44
Properties=species:S:1:pos:R:3:lowdin_charge:R:1
H 0.36 0.62 2.35 0.08
N -0.98 0.10 0.77 -0.07
B -3.05 -0.46 -0.58 -0.44
N -2.33 0.20 0.64 -0.02
C -2.85 0.83 1.71 0.00
Pt 0.28 -0.82 -0.83 1.26
H -3.91 1.05 1.76 0.14
C -1.81 1.11 2.58 0.00
H -1.89 1.59 3.54 0.12
C -0.65 0.63 1.96 -0.12
H -4.23 -0.36 -0.52 0.14
C 2.06 -0.25 -1.45 -0.33
H 2.97 -0.61 -0.97 0.00
H 2.13 0.82 -1.68 0.05
H 2.04 -0.80 -2.42 0.06
N -2.50 -1.91 -0.50 -0.02
N -2.39 0.31 -1.78 0.00
N -1.15 -2.21 -0.84 -0.18
N -1.02 0.30 -1.95 -0.13
C -3.06 -3.03 -0.02 -0.02
C -2.91 1.28 -2.56 0.00
H -4.12 -3.05 0.18 0.15
H -3.98 1.43 -2.56 0.15
C -2.07 -4.03 0.12 -0.01
C -1.88 1.88 -3.27 0.00
C -0.88 -3.50 -0.28 -0.10
C -0.70 1.24 -2.87 -0.07
H -2.23 -5.04 0.49 0.13
H -1.97 2.67 -3.99 0.12
H 0.14 -3.81 -0.17 0.09
H 0.32 1.40 -3.16 0.12
H -1.44 -2.35 -1.80 0.16
Se 1.87 -1.45 1.09 1.03
C 2.78 0.19 1.48 -0.57
C 4.02 0.09 2.16 -0.08
C 4.91 1.17 2.16 -0.02
C 4.56 2.38 1.52 0.00
C 3.28 2.52 0.96 -0.02
C 2.39 1.45 0.99 -0.15
H 4.30 -0.86 2.62 0.12
H 5.88 1.07 2.64 0.13
H 5.28 3.20 1.47 0.13
H 2.98 3.45 0.48 0.13
H 1.40 1.57 0.54 0.08
```


# 3
A molecular structure, C18H21BrN2O3S in a non-equilibrium geometry. Source: the Open Molecules 2025 dataset; level of theory: ωB97M-V/def2-TZVPD.

Values from the calculation:
energy above the lowest of the compared OMol25 structures with the same formula, charge and spin = 375.4 kcal/mol
F_max = 18.7 eV/Å
energy = -4005.3564 hartree
2S+1 = 1

Structure (XYZ):
```
46
Properties=species:S:1:pos:R:3:lowdin_charge:R:1
C 2.54 1.33 -1.58 -0.23
N 1.47 1.72 -0.84 -0.26
S 0.10 0.57 -0.82 0.78
O -0.61 0.99 0.32 -0.25
O 0.87 -0.81 -0.89 -0.33
C -0.50 1.07 -2.18 -0.51
C -0.65 0.21 -3.09 -0.07
C -1.35 0.25 -4.42 -0.01
C -1.84 1.55 -4.54 -0.60
C -1.69 2.65 -3.61 -0.02
C -1.22 2.19 -2.29 0.02
H -0.95 2.84 -1.53 0.10
H -1.92 3.62 -3.82 0.06
Br -2.86 2.11 -6.15 0.66
H -1.46 -0.46 -5.22 0.11
H -0.34 -0.85 -2.93 0.14
C 2.03 2.22 0.59 0.00
C 2.56 1.01 1.49 -0.52
O 3.62 0.67 1.37 0.14
N 1.55 0.22 2.15 0.11
H 0.69 0.20 1.89 -0.01
C 1.93 -1.02 2.93 -0.07
H 3.00 -1.05 2.82 0.12
C 1.47 -2.24 2.18 -0.29
H 1.44 -2.43 0.89 0.21
H 2.23 -3.12 2.14 0.15
C 0.33 -2.74 2.47 -0.27
C -1.11 -2.08 2.01 -0.22
C -1.45 -2.10 0.86 -0.14
C -2.54 -1.33 0.28 -0.09
C -3.18 -0.55 1.09 -0.11
C -2.52 -0.35 2.34 -0.17
C -1.58 -1.00 2.82 -0.11
H -1.02 -0.80 3.81 0.15
H -2.96 0.54 3.02 0.16
H -4.13 0.09 0.76 0.15
H -2.88 -1.72 -0.81 0.16
H -1.15 -2.73 0.24 0.05
H 0.00 -3.87 2.18 0.16
H 0.07 -2.89 3.78 0.19
H 1.63 -0.84 3.75 0.01
H 0.93 2.59 1.37 0.21
H 2.73 2.89 0.62 0.03
H 3.39 2.16 -1.71 0.12
H 3.17 0.29 -1.08 0.16
H 2.15 1.01 -2.67 0.12
```


# 4
C2H5N5O in the gas phase in a non-equilibrium geometry. Source: the Open Molecules 2025 dataset; level of theory: ωB97M-V/def2-TZVPD.

Values from the calculation:
SMILES = [H]/N=c1/[nH]nc(O)n1N
energy above the lowest of the compared OMol25 structures with the same formula, charge and spin = 53.8 kcal/mol
F_max = 5.1 eV/Å
energy = -428.1373 hartree
2S+1 = 1

Structure (XYZ):
```
13
Properties=species:S:1:pos:R:3:lowdin_charge:R:1
H 2.04 0.76 -0.15 0.02
N 2.06 -0.21 0.08 0.16
C 0.89 -0.49 -0.21 -0.58
N 0.42 -1.80 -0.21 0.03
N -1.03 -1.76 0.06 0.13
C -1.28 -0.55 -0.23 -0.49
O -2.46 0.02 0.03 0.13
N -0.21 0.23 -0.51 -0.02
N -0.08 1.59 0.04 0.08
H 0.92 -2.40 0.65 0.21
H -2.30 0.94 0.09 0.08
H 0.45 1.60 0.98 0.14
H 0.59 2.09 -0.62 0.11
```


# 5
C5H9N3 in the gas phase in a non-equilibrium geometry. Source: the Open Molecules 2025 dataset; level of theory: ωB97M-V/def2-TZVPD.

Values from the calculation:
SMILES = CN(C)n1cccn1
energy above the lowest of the compared OMol25 structures with the same formula, charge and spin = 147.4 kcal/mol
F_max = 10.6 eV/Å
energy = -359.9624 hartree
2S+1 = 1

Structure (XYZ):
```
17
Properties=species:S:1:pos:R:3:lowdin_charge:R:1
C 1.69 -0.53 1.10 -0.08
N 0.90 -0.45 -0.27 -0.24
C 1.61 0.67 -0.93 -0.12
N -0.44 -0.29 -0.34 -0.21
C -1.58 -1.11 -0.48 -0.05
C -2.72 -0.45 -0.03 -0.04
C -2.19 0.90 0.44 -0.07
N -0.80 0.85 0.21 0.00
H 1.46 -1.79 1.41 0.15
H 2.75 -0.55 0.55 0.08
H 1.57 0.43 1.82 0.11
H 2.65 0.47 -0.89 0.04
H 1.53 0.82 -1.94 0.04
H 1.31 1.59 -0.20 0.12
H -1.32 -2.08 -0.91 0.11
H -3.65 -0.50 -0.16 -0.01
H -2.76 2.00 0.62 0.15
```


# 6
A molecular structure, C27H21BaN8O8S3 in a non-equilibrium geometry. Source: the Open Molecules 2025 dataset; level of theory: ωB97M-V/def2-TZVPD.

Values from the calculation:
energy above the lowest of the compared OMol25 structures with the same formula, charge and spin = 0.7 kcal/mol
charge = -1
F_max = 3.2 eV/Å
energy = -3301.4426 hartree
2S+1 = 1

Structure (XYZ):
```
68
Properties=species:S:1:pos:R:3:lowdin_charge:R:1
Ba 0.70 1.42 -0.28 1.53
C 2.40 -3.13 1.39 0.00
N 0.95 -2.97 1.43 -0.09
C 0.00 -3.96 1.27 -0.03
C -1.18 -3.37 1.32 -0.07
N -0.98 -2.01 1.50 0.02
C 0.35 -1.80 1.65 -0.72
S 1.12 -0.36 2.18 0.54
C -2.06 -1.08 1.55 -0.24
C -3.28 -1.58 1.98 0.00
C -4.40 -0.77 1.98 -0.06
C -4.27 0.47 1.48 -0.06
C -3.02 0.93 1.07 -0.12
N -1.91 0.18 1.07 0.10
H 2.71 -3.65 0.50 0.09
H 2.73 -3.70 2.26 0.10
H 2.79 -2.16 1.49 0.02
H 0.25 -5.02 1.13 0.15
H -2.19 -3.79 1.28 0.12
H -3.40 -2.66 2.22 0.12
H -5.36 -1.17 2.30 0.12
H -5.13 1.15 1.41 0.12
H -2.88 1.88 0.60 0.10
S 2.27 3.09 1.81 0.42
C 3.42 2.19 0.87 -0.87
C 4.30 1.33 1.58 -0.10
C 5.30 0.61 0.94 -0.20
C 6.27 -0.20 1.64 -0.19
N 7.00 -0.92 2.17 0.14
C 5.48 0.75 -0.47 -0.20
C 4.55 1.57 -1.14 -0.07
C 3.53 2.31 -0.53 -0.87
S 2.54 3.48 -1.41 0.41
C 6.65 0.28 -1.15 -0.20
N 7.57 0.00 -1.81 0.14
H 4.28 1.29 2.65 0.10
H 4.68 1.68 -2.23 0.12
C -0.31 5.87 -1.11 -0.15
C 0.07 5.62 0.36 -0.17
C -1.01 4.62 0.80 -0.22
O -1.12 3.71 -0.31 -0.32
C -0.78 4.47 -1.55 -0.20
H 0.55 6.22 -1.73 0.12
H -1.16 6.55 -1.18 0.10
H 0.05 6.49 1.01 0.11
H 1.02 5.07 0.41 0.02
H -1.99 5.03 1.01 0.11
H -0.73 3.97 1.61 0.09
H -1.60 4.49 -2.29 0.12
H 0.03 3.89 -2.00 0.02
O -3.64 -5.63 -1.00 0.07
N -3.87 -4.44 -0.89 -0.35
O -4.91 -4.01 -0.29 0.01
C -2.97 -3.48 -1.40 -0.17
C -3.20 -2.11 -1.40 0.06
C -2.22 -1.21 -1.75 -0.06
C -0.82 -1.53 -1.95 -0.29
O 0.21 -0.82 -2.01 -0.10
C -0.64 -3.03 -2.08 -0.07
C -1.65 -3.89 -1.78 0.06
N 0.63 -3.58 -2.46 -0.37
O 1.11 -3.28 -3.51 0.13
O 1.17 -4.39 -1.72 0.06
N -2.69 0.20 -1.86 -0.34
O -3.89 0.41 -1.83 0.07
O -1.86 1.09 -1.97 0.00
H -4.14 -1.69 -1.13 0.13
H -1.39 -4.95 -1.75 0.14
```


# 7
2 unconnected molecules or ions with the total composition HIN4 in a non-equilibrium geometry. Source: the Open Molecules 2025 dataset; level of theory: ωB97M-V/def2-TZVPD.

Values from the calculation:
SMILES = [H]/N=N\I.N#N
energy above the lowest of the compared OMol25 structures with the same formula, charge and spin = 0.0 kcal/mol
F_max = 4.6 eV/Å
energy = -517.2788 hartree
2S+1 = 1

Structure (XYZ):
```
6
Properties=species:S:1:pos:R:3:lowdin_charge:R:1
H -2.41 -1.78 1.10 0.08
N -1.85 -0.90 0.83 -0.08
N -2.20 -0.04 0.04 -0.26
I -4.58 -0.20 -0.19 0.25
N 0.35 3.37 -0.37 0.01
N -0.70 3.06 -0.32 0.00
```


# 8
2 unconnected molecules or ions with the total composition CH3F2NS in a non-equilibrium geometry. Source: the Open Molecules 2025 dataset; level of theory: ωB97M-V/def2-TZVPD.

Values from the calculation:
energy above the lowest of the compared OMol25 structures with the same formula, charge and spin = 96.7 kcal/mol
F_max = 3.6 eV/Å
energy = -692.3675 hartree
2S+1 = 1

Structure (XYZ):
```
8
Properties=species:S:1:pos:R:3:lowdin_charge:R:1
C 0.08 -0.29 -0.12 -0.27
N 0.47 -1.67 -0.14 0.03
F -1.52 -2.41 -3.75 -0.47
F -2.32 -1.87 -1.49 -0.45
S -1.04 -2.67 -2.17 0.96
H -0.90 -0.15 0.11 0.02
H 0.05 0.25 -1.07 0.08
H 0.57 0.15 0.77 0.09
```


# 9
5 unconnected molecules or ions with the total composition H10O5 in a non-equilibrium geometry. Source: the Open Molecules 2025 dataset; level of theory: ωB97M-V/def2-TZVPD.

Values from the calculation:
SMILES = O.O.O.O.O
energy above the lowest of the compared OMol25 structures with the same formula, charge and spin = 21.0 kcal/mol
F_max = 2.7 eV/Å
energy = -382.1907 hartree
2S+1 = 1

Structure (XYZ):
```
15
Properties=species:S:1:pos:R:3:lowdin_charge:R:1
O 0.78 -0.02 1.81 -0.05
H 1.06 0.19 2.70 0.06
H 0.68 -1.00 1.91 0.09
O -1.18 -1.98 -0.91 -0.04
H -1.50 -1.15 -0.52 0.00
H -1.87 -2.57 -1.01 0.00
O -1.44 0.51 0.33 -0.07
H -0.97 1.23 -0.06 0.00
H -0.94 0.26 1.15 0.04
O 1.37 -0.62 -1.16 -0.05
H 1.07 -1.53 -1.17 0.02
H 1.23 -0.28 -0.27 -0.01
O 0.81 2.38 -0.65 -0.01
H 0.18 2.98 -1.03 0.04
H 0.72 1.60 -1.13 -0.02
```


# 10
A molecular structure, C5H15B3ClN2O5P in a non-equilibrium geometry. Source: the Open Molecules 2025 dataset; level of theory: ωB97M-V/def2-TZVPD.

Values from the calculation:
F_max = 1.3 eV/Å
energy = -1561.6233 hartree
2S+1 = 1

Structure (XYZ):
```
32
Properties=species:S:1:pos:R:3:lowdin_charge:R:1
C 5.25 1.12 1.29 -0.12
N 4.59 0.36 0.23 -0.12
C 3.18 0.06 0.54 -0.09
B 2.21 1.18 0.10 -0.48
O 2.49 2.54 0.20 0.26
B 1.53 3.22 0.90 -1.03
Cl 1.96 4.52 1.99 0.80
O 0.20 2.85 0.81 0.21
B 0.02 1.51 0.54 -0.59
P -1.31 0.38 1.42 0.77
O -0.90 -1.04 1.30 -0.46
O 0.89 0.89 -0.30 0.27
H 4.57 1.85 1.70 0.07
H 6.09 1.67 0.88 0.08
H 5.60 0.49 2.11 0.08
H 5.06 -0.53 0.12 0.10
H 2.88 -0.90 0.13 0.13
H 3.04 -0.04 1.63 0.13
H -2.60 0.66 0.92 0.01
H -1.39 0.75 2.77 0.01
C -3.56 -2.52 -0.29 -0.35
O -4.48 -3.20 0.12 0.01
N -3.59 -1.86 -1.47 -0.20
C -2.49 -1.05 -1.93 -0.07
C -4.78 -1.98 -2.30 -0.05
H -2.63 -2.36 0.27 0.11
H -2.81 -0.01 -2.07 0.09
H -2.09 -1.43 -2.88 0.09
H -1.69 -1.08 -1.19 0.06
H -5.66 -1.62 -1.77 0.09
H -4.96 -3.03 -2.56 0.09
H -4.64 -1.40 -3.21 0.08
```


# 11
C3H4ClNOS in the gas phase in a non-equilibrium geometry. Source: the Open Molecules 2025 dataset; level of theory: ωB97M-V/def2-TZVPD.

Values from the calculation:
SMILES = ClC[C@@H]1OC=NS1
energy above the lowest of the compared OMol25 structures with the same formula, charge and spin = 48.7 kcal/mol
F_max = 6.3 eV/Å
energy = -1105.0065 hartree
2S+1 = 1

Structure (XYZ):
```
11
Properties=species:S:1:pos:R:3:lowdin_charge:R:1
Cl 1.86 0.53 -0.57 0.60
C 1.32 -0.99 0.10 -0.63
C -0.09 -0.90 0.46 -0.74
O -0.79 -1.02 -0.67 -0.07
C -1.68 -0.11 -0.93 -0.41
N -1.75 0.86 -0.22 -0.19
S -0.69 0.66 1.19 0.92
H 1.45 -1.85 -0.66 0.13
H 1.81 -1.42 1.05 0.12
H -0.03 -1.79 1.00 0.09
H -2.47 -0.49 -1.66 0.17
```


# 12
C3H9NO2 in the gas phase in a non-equilibrium geometry. Source: the Open Molecules 2025 dataset; level of theory: ωB97M-V/def2-TZVPD.

Values from the calculation:
SMILES = CC[C@@H](O)ON
energy above the lowest of the compared OMol25 structures with the same formula, charge and spin = 88.1 kcal/mol
F_max = 3.2 eV/Å
energy = -324.8322 hartree
2S+1 = 1

Structure (XYZ):
```
15
Properties=species:S:1:pos:R:3:lowdin_charge:R:1
C 0.46 0.84 1.37 -0.09
C -0.68 -0.04 0.85 -0.20
C -0.93 0.12 -0.64 -0.36
O -0.94 1.37 -1.13 -0.05
O 0.40 -0.24 -1.50 -0.25
N 1.20 -1.38 -1.30 0.02
H 0.22 1.90 1.23 0.08
H 1.39 0.64 0.84 0.07
H 0.63 0.66 2.43 0.07
H -1.61 0.22 1.36 0.12
H -0.48 -1.09 1.06 0.10
H -1.73 -0.52 -1.03 0.15
H 0.07 1.23 -1.57 0.19
H 0.69 -2.18 -1.68 0.08
H 1.33 -1.53 -0.30 0.07
```


> Which of these has the highest energy?

C3H9NO2